1.
{"formula": "C6H15NOP", "method": "ωB97M-V with the def2-TZVPD basis set", "lumo_ev": -2.90, "gap_ev": 9.7, "total_charge": 1, "e_tot_ev": -19286.476, "elements": ["C", "C", "C", "C", "C", "C", "N", "O", "P", "H", "H", "H", "H", "H", "H", "H", "H", "H", "H", "H", "H", "H", "H", "H"], "positions_angstrom": [[-1.49370, -0.00338, -0.22788], [0.33980, -1.23601, 0.74197], [-0.82760, 1.37367, -0.33008], [1.36727, -0.10129, 0.83644], [-1.92761, -1.74981, 1.37583], [1.53679, 0.67963, -2.06904], [-1.00160, -0.72095, 0.93234], [1.55012, 2.55060, -0.03373], [0.95761, 1.14288, -0.41639], [-2.56829, 0.14411, -0.10905], [-1.33708, -0.57169, -1.16318], [0.44910, -1.76534, -0.22183], [0.54810, -1.95319, 1.53751], [-1.18474, 1.92902, -1.19862], [-1.03274, 1.95582, 0.57146], [1.28689, 0.38048, 1.81442], [2.38216, -0.48084, 0.70458], [-1.55376, -2.19029, 2.29706], [-2.89139, -1.29232, 1.58588], [-2.06643, -2.54496, 0.63253], [2.61453, 0.51888, -2.05863], [1.29895, 1.48269, -2.76609], [1.04993, -0.23411, -2.39852], [2.50367, 2.68642, -0.03696]], "forces_ev_per_angstrom": [[-0.07, -0.08, 0.10], [-0.13, -0.06, 0.06], [0.39, -0.16, -0.16], [-0.08, 0.20, -0.43], [-0.05, -0.08, 0.00], [-0.21, 0.13, 0.52], [0.03, 0.03, -0.02], [0.03, 0.35, 0.04], [-0.12, -0.29, 0.04], [0.09, 0.03, -0.09], [-0.10, 0.01, 0.05], [-0.01, -0.07, 0.09], [0.06, 0.04, -0.10], [0.11, 0.03, -0.02], [0.08, -0.02, -0.03], [0.01, 0.05, -0.10], [0.03, 0.11, -0.07], [-0.03, -0.06, 0.03], [-0.06, -0.04, 0.02], [-0.03, -0.05, -0.01], [0.02, 0.00, 0.07], [-0.04, 0.03, 0.03], [-0.07, -0.13, -0.01], [0.16, 0.00, 0.00]], "lowdin_charge": [-0.234, -0.238, -0.195, -0.202, -0.069, -0.121, -0.246, -0.127, 0.850, 0.131, 0.128, 0.128, 0.131, 0.113, 0.118, 0.116, 0.109, 0.093, 0.093, 0.099, 0.072, 0.075, 0.065, 0.114]}

=====

2.
{"formula": "C6H15NS", "method": "ωB97M-V with the def2-TZVPD basis set", "smiles": "CCCCNCCS", "lumo_ev": 0.91, "gap_ev": 9.4, "total_charge": 0, "e_tot_ev": -18789.471, "elements": ["C", "C", "C", "C", "N", "C", "C", "S", "H", "H", "H", "H", "H", "H", "H", "H", "H", "H", "H", "H", "H", "H", "H"], "positions_angstrom": [[2.01208, -0.75162, 1.54649], [2.51165, 0.35478, 0.68117], [1.87338, 0.22674, -0.77389], [0.37417, -0.04187, -0.83967], [-0.43619, 0.85407, -0.03204], [-1.69713, 0.36132, 0.49816], [-2.71614, -0.00313, -0.63610], [-4.10579, -1.03388, -0.05547], [0.92901, -0.79434, 1.62189], [2.48796, -0.78221, 2.51766], [2.21967, -1.67835, 1.00630], [3.57074, 0.35110, 0.43386], [2.19481, 1.36224, 0.92571], [2.44594, -0.53381, -1.39286], [2.08035, 1.08899, -1.42188], [0.23313, 0.11119, -1.91251], [0.08780, -1.07254, -0.57115], [-0.48169, 1.78350, -0.43134], [-2.27809, 1.07215, 1.08473], [-1.36636, -0.41437, 1.17498], [-2.15000, -0.74379, -1.18949], [-2.94192, 0.93053, -1.12844], [-4.84737, -0.64669, -1.10612]], "forces_ev_per_angstrom": [[0.17, -0.82, -0.34], [-1.09, 0.86, -3.16], [1.30, -0.82, 0.15], [0.04, -0.14, -0.41], [0.11, 1.04, 0.25], [-0.59, 0.37, -0.75], [2.00, -1.76, 1.48], [-0.35, 0.92, -0.18], [-0.09, 0.55, 0.36], [-0.07, -0.07, 0.27], [0.37, -0.26, 0.26], [0.26, -0.06, 0.78], [0.20, 0.08, 0.92], [-0.88, 0.15, 0.90], [-0.06, 0.46, 0.67], [-0.87, -0.45, -0.21], [0.31, 0.27, -0.15], [-0.13, -0.13, 0.04], [0.79, 0.50, 0.39], [-0.70, -0.82, 0.04], [-0.02, 0.58, -1.12], [-0.42, -0.14, -0.40], [-0.25, -0.33, 0.21]], "lowdin_charge": [-0.116, -0.252, -0.212, -0.274, -0.083, -0.297, -0.559, 0.676, 0.054, 0.070, 0.080, 0.097, 0.091, 0.120, 0.097, 0.105, 0.122, 0.117, 0.105, 0.098, 0.036, 0.077, -0.151]}

=====

3.
{"formula": "C6H15NSi2", "method": "ωB97M-V with the def2-TZVPD basis set", "smiles": "C=C[Si@H](C)C[C@H]1N[Si@@H]1C", "lumo_ev": 0.90, "gap_ev": 8.9, "total_charge": 0, "e_tot_ev": -23707.478, "elements": ["C", "C", "Si", "C", "C", "C", "N", "Si", "C", "H", "H", "H", "H", "H", "H", "H", "H", "H", "H", "H", "H", "H", "H", "H"], "positions_angstrom": [[2.53546, 2.26211, -2.55097], [2.24481, 1.00324, -1.99061], [0.48533, 0.41480, -1.54071], [-0.46925, 2.06057, -1.11206], [0.71407, -0.36081, 0.23229], [-0.53669, -1.02238, 0.68782], [-0.73859, -2.40062, 0.76902], [-0.77935, -1.70053, 2.37539], [-2.59375, -1.75324, 2.79959], [3.65173, 2.40637, -2.83954], [1.86843, 2.95712, -2.80062], [3.02829, 0.30651, -1.88943], [0.20173, -0.10397, -2.94596], [0.10328, 2.62727, -0.30996], [-0.51730, 2.62927, -1.99080], [-1.42991, 2.03900, -0.64014], [0.91926, 0.54820, 0.80204], [1.57464, -1.02097, 0.16722], [-1.53320, -0.51266, 0.26161], [-0.01723, -3.00811, 0.50796], [0.23395, -1.97176, 3.42354], [-3.16171, -2.14337, 1.93995], [-2.74730, -2.39666, 3.58716], [-3.03671, -0.85936, 3.05720]], "forces_ev_per_angstrom": [[4.58, -6.46, 1.75], [-1.17, 4.09, -1.37], [1.09, 2.16, 0.56], [1.43, -0.88, 1.66], [-0.23, -0.01, -2.39], [-2.11, 3.32, -0.06], [-0.62, -2.07, 0.70], [-1.45, -0.09, -0.36], [0.87, -0.70, -1.76], [-2.12, 0.15, 0.42], [-2.66, 2.76, -0.70], [1.16, -0.61, 0.15], [-0.66, -0.50, 1.05], [-0.05, -0.67, -1.20], [-0.17, 1.13, -1.19], [-0.91, -0.57, -0.16], [0.28, -0.16, -0.05], [0.17, -0.12, 0.50], [2.09, -0.70, 0.83], [1.28, -0.82, -0.76], [-0.01, 0.11, -0.33], [0.50, 0.07, 0.15], [-0.53, -1.66, 1.95], [-0.75, 2.23, 0.63]], "lowdin_charge": [-0.046, -0.268, 0.658, -0.211, -0.292, -0.580, -0.119, 0.653, -0.205, 0.075, -0.026, 0.014, -0.009, 0.058, -0.016, 0.003, 0.073, 0.069, 0.132, 0.039, -0.029, 0.052, -0.017, -0.009]}

=====

4.
{"formula": "C6H15O2", "method": "ωB97M-V with the def2-TZVPD basis set", "lumo_ev": 3.58, "gap_ev": 6.1, "total_charge": -1, "e_tot_ev": -10559.642, "elements": ["C", "O", "C", "C", "C", "C", "C", "H", "H", "H", "H", "H", "H", "H", "H", "H", "H", "H", "H", "H", "H", "H", "O"], "positions_angstrom": [[-2.41500, -0.90335, 1.01864], [-1.67204, -1.87245, 1.53860], [-1.59032, 0.44894, 0.88751], [-0.52048, 0.33736, -0.18554], [0.67244, -0.50923, 0.21970], [1.45176, -1.10648, -0.99214], [1.83782, 0.12271, 1.04477], [-3.32547, -0.58159, 1.62890], [-2.83702, -1.08269, -0.02126], [-2.28827, 1.26088, 0.61021], [-1.13393, 0.72694, 1.83796], [-0.14523, 1.31693, -0.51110], [-0.99871, -0.01890, -1.10743], [0.29264, -1.31891, 0.83089], [0.78585, -1.61894, -1.69766], [2.21482, -1.80518, -0.68522], [1.95751, -0.23780, -1.40075], [2.38125, -0.73386, 1.44935], [1.61095, 0.78164, 1.88606], [2.56851, 0.68498, 0.45563], [0.36543, 1.35733, -2.60271], [0.31872, 2.44607, -1.63474], [0.46877, 2.30559, -2.56967]], "forces_ev_per_angstrom": [[0.48, 1.23, 0.51], [-0.21, -0.58, -0.03], [-0.76, -0.01, -0.64], [0.39, 0.59, -0.20], [1.57, -0.78, -0.07], [-1.18, 0.50, 0.43], [-0.33, 0.04, 0.22], [0.16, -0.30, -0.14], [0.10, -0.01, 0.15], [0.09, -0.07, 0.03], [-0.05, -0.20, 0.23], [-0.06, 0.14, 0.56], [0.06, -0.50, 0.11], [-0.41, -0.20, 0.06], [0.17, 0.28, -0.03], [0.25, -0.27, 0.25], [0.15, -0.05, -0.87], [0.13, 0.11, 0.16], [-0.54, -0.17, 0.03], [-0.16, 0.03, -0.38], [-0.02, -0.55, -0.30], [-0.01, 0.40, 0.23], [0.16, 0.36, -0.31]], "lowdin_charge": [-0.555, -0.342, -0.215, -0.224, -0.399, -0.090, -0.089, 0.068, 0.075, 0.087, 0.094, 0.066, 0.108, 0.098, 0.075, 0.059, 0.054, 0.067, 0.063, 0.057, 0.009, 0.003, -0.067]}

=====

5.
{"formula": "C6H15O2P", "method": "ωB97M-V with the def2-TZVPD basis set", "lumo_ev": [0.27, 0.10], "gap_ev": [7.8, 7.8], "total_charge": 0, "e_tot_ev": -19846.168, "elements": ["C", "C", "C", "C", "C", "C", "O", "O", "P", "H", "H", "H", "H", "H", "H", "H", "H", "H", "H", "H", "H", "H", "H", "H"], "positions_angstrom": [[-1.31426, 0.32863, -1.08987], [1.12445, 1.03750, -1.39971], [0.55382, -1.25823, -1.77506], [-0.98914, -1.82480, 1.30972], [-0.22673, 1.74713, 2.16484], [0.13310, -0.01098, -0.99741], [1.64421, -1.22065, 1.21315], [0.98871, 2.34951, 2.36333], [0.33376, -0.65339, 0.79271], [-2.08952, -0.52709, -1.17433], [-1.67533, 0.66074, -0.11092], [-1.39004, 1.13414, -1.90963], [2.15256, 0.60026, -1.27407], [1.10842, 1.98545, -0.94665], [1.14210, 1.12140, -2.50776], [-0.14085, -2.04768, -1.72981], [0.62545, -1.01612, -2.86912], [1.60681, -1.56628, -1.40186], [-0.87587, -1.70724, 2.36388], [-1.92804, -1.31061, 0.98178], [-0.95429, -2.96221, 0.98850], [-0.87488, 2.29013, 1.46511], [-0.64888, 1.22573, 3.06451], [1.69443, 1.62466, 2.47865]], "forces_ev_per_angstrom": [[-2.05, 0.46, -0.91], [1.95, -1.33, -1.16], [2.23, 0.63, -1.04], [-0.74, -0.47, -2.00], [0.30, -2.64, -0.38], [0.49, -2.59, 1.15], [0.32, 0.41, -0.29], [1.40, -1.65, -0.16], [-0.05, 1.97, 0.99], [1.66, 0.96, -0.87], [0.19, 1.10, -0.17], [-0.67, -1.23, 1.31], [-0.76, 0.49, 0.43], [-0.34, 1.20, 0.70], [-0.61, 0.33, 0.49], [-0.78, -1.17, 0.46], [0.11, -0.12, 0.79], [-1.77, 0.18, -0.76], [-0.22, -0.34, 0.90], [0.41, -0.88, 0.48], [0.18, 2.53, 0.48], [0.19, -0.19, 0.58], [0.12, 0.74, -0.99], [-1.55, 1.59, -0.05]], "lowdin_charge": [-0.128, -0.094, -0.121, -0.209, -0.137, -0.718, -0.409, -0.131, 0.787, 0.107, 0.032, 0.117, 0.101, 0.061, 0.095, 0.052, 0.097, 0.110, 0.011, 0.031, 0.101, 0.053, 0.062, 0.130]}

=====

6.
{"formula": "C6H15OPS2", "method": "ωB97M-V with the def2-TZVPD basis set", "smiles": "C/C=C/C(C)C.OP(S)S", "lumo_ev": 0.58, "gap_ev": 8.7, "total_charge": 0, "e_tot_ev": -39471.107, "elements": ["C", "C", "C", "C", "C", "C", "H", "H", "H", "H", "H", "H", "H", "H", "H", "H", "H", "H", "O", "P", "S", "S", "H", "H", "H"], "positions_angstrom": [[0.01969, 2.56042, 0.94753], [0.42932, 1.40956, -0.03760], [0.70017, 0.23002, 0.43576], [1.06477, -1.00816, -0.43062], [0.62795, -2.26990, 0.26298], [0.62619, -0.87662, -1.88140], [-1.09952, 2.90228, 0.82142], [0.11606, 2.03482, 1.93960], [0.70402, 3.31412, 1.03706], [0.38548, 1.53887, -1.10642], [0.86654, 0.26796, 1.47420], [2.20991, -1.07423, -0.43357], [-0.43952, -2.35135, 0.48096], [1.12420, -2.25590, 1.24966], [0.97121, -3.12073, -0.24633], [1.22578, -0.31012, -2.53941], [0.61525, -1.94893, -2.27870], [-0.41472, -0.47896, -2.00968], [-2.05882, 0.41721, 1.62603], [-2.08146, -0.18153, 0.17912], [-2.99956, 1.41176, -0.80866], [-3.73238, -1.49170, 0.24776], [-1.88479, -0.28677, 2.24558], [-1.86967, 1.95050, -0.71671], [-4.21824, -1.07125, 1.41288]], "forces_ev_per_angstrom": [[-2.45, -3.52, 0.22], [-0.97, 2.83, 0.14], [1.59, -1.49, -1.58], [1.38, 1.62, 0.60], [-0.20, 0.78, 1.76], [-1.91, -2.27, -0.15], [2.41, -0.41, 0.28], [-0.61, 0.71, -0.69], [1.50, 2.39, -0.45], [-0.16, 0.37, -0.30], [-0.04, -1.00, 1.46], [-1.33, 0.24, 0.01], [0.02, 0.01, -0.39], [-0.15, -0.24, -0.23], [0.31, -1.29, -0.77], [1.06, 0.75, -0.40], [-0.06, 1.42, 0.17], [0.79, -0.46, 0.32], [-0.33, 1.03, 2.32], [-0.26, -1.39, -2.74], [-2.45, -0.89, -0.26], [-0.51, -0.81, 0.01], [0.27, -0.31, 0.76], [2.39, 1.68, -0.26], [-0.28, 0.26, 0.17]], "lowdin_charge": [-0.080, -0.224, -0.196, -0.430, -0.109, -0.099, 0.088, 0.076, 0.021, 0.094, 0.094, 0.156, 0.044, 0.087, 0.057, 0.054, 0.102, 0.058, -0.386, 0.185, 0.484, 0.365, 0.061, -0.304, -0.198]}